(1)
DFT (ωB97M-V/def2-TZVPD) results for an isolated ion of composition C2H4N5OS and charge +1 at a distorted geometry.

## Properties
- Energy relative to the best compared isomer or geometry (same formula, charge and spin): 22.77 kJ/mol
- Electronic energy: -825.316511 hartree
- Charge: +1
- Spin multiplicity: 1
- Gap between HOMO and LUMO (spin up / spin down): 5.890 / 5.891 eV

Positions of all 13 atoms, in Å:
C: 0.043 -0.194 0.245
C: -0.039 1.154 0.252
N: 1.304 -0.771 0.080
N: 2.317 -0.317 -0.335
N: -2.193 -0.910 0.147
N: 3.471 -0.112 -0.319
N: -0.921 -1.149 0.461
O: -4.258 0.313 -0.346
S: -2.897 0.496 -0.012
H: 0.838 1.763 0.017
H: -0.919 1.620 0.596
H: 4.044 0.255 -1.088
H: -0.791 -2.147 0.302

Quick look at the Löwdin charges, all values in e: -0.339 0.108 0.262 0.002 -0.247 0.322 -0.049 -0.441 0.949 0.089 0.002 0.173 0.168

(2)
DFT (ωB97M-V/def2-TZVPD) results for C2H4N6O in the gas phase at a distorted geometry.

## Properties
- Energy relative to the best compared isomer or geometry (same formula, charge and spin): 259.61 kJ/mol
- Electronic energy: -482.231244 hartree
- Spin multiplicity: 1
- Structure (SMILES): [H]/N=C(/N)Oc1nn[nH]n1
- Gap between HOMO and LUMO: 9.780 eV

Positions of all 13 atoms, in Å:
H: 0.270 1.426 -0.476
N: 1.236 1.331 -0.232
C: 1.494 0.031 -0.207
N: 2.747 -0.650 0.138
O: 0.348 -0.968 -0.293
C: -0.816 -0.516 -0.058
N: -1.923 -1.411 -0.027
N: -2.993 -0.593 -0.109
N: -2.441 0.697 0.200
N: -1.221 0.725 0.204
H: 3.402 -0.153 0.850
H: 2.895 -1.567 0.391
H: -2.998 1.647 -0.382

Quick look at the Löwdin charges, all values in e: -0.008 0.142 -0.301 0.104 0.069 -0.457 0.090 0.027 -0.120 0.000 0.143 0.038 0.275

> spin multiplicity of number 1 (C2H4N5OS)?

1